Record 1
A single C3H2F2 molecule in a non-equilibrium geometry. Source: OMol25; level of theory: ωB97M-V with the def2-TZVPD basis set.

The geometry in XYZ format:
```
7
Properties=species:S:1:pos:R:3:forces:R:3:lowdin_charge:R:1
C 0.507178 0.378922 -0.391147 -1.7 -1.1 -0.7 -0.113
C 1.092012 0.344095 0.862818 2.2 1.1 2.0 -0.068
C -0.686090 -0.243149 -0.309957 -0.2 0.3 -0.8 -0.111
F 1.069933 -0.801631 1.532279 -0.5 -0.3 -0.6 -0.004
F -1.748751 0.167376 -1.001039 0.2 -0.2 -0.1 0.060
H 0.699283 1.190087 -1.070133 0.0 0.2 0.0 0.107
H -0.933566 -1.035699 0.377179 0.0 0.0 0.2 0.130
```
Forces are in eV/Å.

For the relative energy (zero: lowest compared OMol25 entry of this formula, charge and spin), the calculation gives 46.9 kcal/mol. The value obtained for the max |F| is 3.13 eV Å⁻¹. The calculation puts the HOMO energy at -8.747 eV. The HOMO-LUMO gap is 8.55 eV. The electronic energy comes out at -8574.132 eV.

Record 2
2 unconnected molecules or ions with the total composition C3H2F2O in a non-equilibrium geometry. Source: OMol25; level of theory: ωB97M-V with the def2-TZVPD basis set.

The geometry in XYZ format:
```
8
Properties=species:S:1:pos:R:3:forces:R:3:lowdin_charge:R:1
C 0.657523 0.578241 0.448326 0.0 1.7 1.1 0.126
C 1.338530 -0.328446 -0.193944 1.6 1.9 1.7 -0.259
C -1.923734 0.122146 -0.074236 2.6 -1.1 1.0 -0.264
O -2.657768 0.873115 -0.529390 -1.0 0.9 -0.5 0.180
F 2.693560 -0.489809 -0.180712 -0.1 0.7 0.5 -0.008
F -2.115650 -1.174614 0.208141 0.1 0.6 -0.1 0.084
H 1.018841 1.464587 1.104519 -1.1 -1.8 -1.3 0.089
H 0.988696 -1.045223 -0.782704 -2.0 -2.9 -2.4 0.051
```
Forces are in eV/Å.

For the relative energy (zero: lowest compared OMol25 entry of this formula, charge and spin), the calculation gives 101.8 kcal/mol. The value obtained for the max |F| is 4.23 eV Å⁻¹. The calculation puts the HOMO energy (alpha / beta) at -10.275 / -10.487 eV. The HOMO-LUMO gap (alpha / beta) is 9.11 / 9.19 eV. The electronic energy comes out at -10620.563 eV.

Record 3
A molecular structure, C3H2F2O in a non-equilibrium geometry. Source: OMol25; level of theory: ωB97M-V with the def2-TZVPD basis set.

The geometry in XYZ format:
```
8
Properties=species:S:1:pos:R:3:forces:R:3:lowdin_charge:R:1
C -0.601960 -0.235302 0.592541 -0.3 0.1 -0.5 0.079
C -0.984248 0.208074 -0.609986 0.3 -0.5 1.1 -0.005
C 0.768362 0.092740 0.114194 2.9 -3.5 0.5 -0.407
O 0.301382 0.461995 -1.122728 0.6 0.5 -1.0 0.075
F 1.572044 0.917650 0.715543 -0.2 0.2 -0.2 0.188
F 1.844190 -1.265352 -0.006701 -3.0 3.3 0.1 -0.171
H -1.033365 -0.611534 1.492516 -0.1 0.0 0.2 0.109
H -1.866402 0.431728 -1.175379 -0.1 0.0 -0.2 0.132
```
Forces are in eV/Å.

For the relative energy (zero: lowest compared OMol25 entry of this formula, charge and spin), the calculation gives 53.8 kcal/mol. The value obtained for the max |F| is 4.58 eV Å⁻¹. The calculation puts the HOMO energy at -10.530 eV. The HOMO-LUMO gap is 10.68 eV. The electronic energy comes out at -10622.642 eV.

Record 4
A single C3H2F2O molecule in a non-equilibrium geometry. Source: OMol25; level of theory: ωB97M-V with the def2-TZVPD basis set.

The geometry in XYZ format:
```
8
Properties=species:S:1:pos:R:3:forces:R:3:lowdin_charge:R:1
C -1.797750 -0.000619 -0.974840 -2.5 -1.5 -0.5 0.143
C -0.774507 -0.148659 -0.384565 1.7 0.7 0.3 0.002
C 0.472352 0.004826 0.379702 1.3 -1.8 1.4 -0.577
O 1.655975 -0.017307 -0.360863 -2.7 -0.7 -0.2 0.113
F 0.431560 1.065624 1.180385 0.0 1.3 -0.1 0.124
F 0.476721 -1.041461 1.385093 0.2 0.7 -1.8 0.016
H -2.812528 -0.314573 -1.307540 1.4 1.0 0.1 0.073
H 2.348177 0.452169 0.082628 0.5 0.5 0.8 0.106
```
Forces are in eV/Å.

For the relative energy (zero: lowest compared OMol25 entry of this formula, charge and spin), the calculation gives 34.1 kcal/mol. The value obtained for the max |F| is 2.98 eV Å⁻¹. The calculation puts the HOMO energy at -11.448 eV. As for the structure (SMILES): C#CC(O)(F)F. The HOMO-LUMO gap is 12.26 eV. The electronic energy comes out at -10623.496 eV.

Record 5
A molecular structure, C3H2F2O2 in a non-equilibrium geometry. Source: OMol25; level of theory: ωB97M-V with the def2-TZVPD basis set.

The geometry in XYZ format:
```
9
Properties=species:S:1:pos:R:3:forces:R:3:lowdin_charge:R:1
C 1.152049 0.293343 0.020221 3.1 1.2 1.2 -0.362
C -0.350957 0.700487 0.062356 1.7 -0.4 -1.4 -0.157
C -0.518527 -0.812316 -0.041684 -0.4 1.9 -3.7 -0.244
O 2.276759 0.725181 0.196926 -3.0 -0.6 -0.5 0.145
O 0.853511 -0.999735 -0.229405 0.5 -1.2 0.0 0.147
F -0.808340 1.157282 1.230861 -0.4 1.1 0.4 0.079
F -1.175133 -1.196994 -1.204795 0.1 -0.2 1.3 0.053
H -0.513778 1.281424 -0.882462 -0.8 -0.2 1.1 0.188
H -0.915584 -1.148671 0.847982 -1.0 -1.8 1.6 0.150
```
Forces are in eV/Å.

For the relative energy (zero: lowest compared OMol25 entry of this formula, charge and spin), the calculation gives 23.7 kcal/mol. The value obtained for the max |F| is 4.15 eV Å⁻¹. The calculation puts the HOMO energy at -11.135 eV. The HOMO-LUMO gap is 11.81 eV. The electronic energy comes out at -12672.040 eV.

Record 6
2 unconnected molecules or ions with the total composition C3H2F2O2 in a non-equilibrium geometry. Source: OMol25; level of theory: ωB97M-V with the def2-TZVPD basis set.

The geometry in XYZ format:
```
9
Properties=species:S:1:pos:R:3:forces:R:3:lowdin_charge:R:1
F -3.061666 0.893589 -0.459787 2.0 -2.0 1.0 -0.024
C -2.086882 -0.077037 -0.124574 -3.0 -0.9 -2.1 -0.085
C -1.008403 0.133194 0.534967 1.8 -0.4 0.1 -0.123
F -0.083040 -0.880688 0.607420 -0.7 0.7 0.3 -0.005
H -2.211583 -1.127421 -0.481290 -0.7 1.2 -0.1 0.141
H -0.698731 1.054415 0.905430 0.7 1.3 0.8 0.108
O 3.389815 -1.092438 -0.392375 0.2 -1.4 0.0 0.221
C 3.032713 -0.006283 -0.315093 0.2 0.4 -0.2 -0.440
O 2.727778 1.102669 -0.274702 -0.5 0.9 0.2 0.207
```
Forces are in eV/Å.

For the relative energy (zero: lowest compared OMol25 entry of this formula, charge and spin), the calculation gives 13.6 kcal/mol. The value obtained for the max |F| is 3.77 eV Å⁻¹. The calculation puts the HOMO energy at -10.570 eV. As for the structure (SMILES): F/C=C/F.O=C=O. The HOMO-LUMO gap is 11.14 eV. The electronic energy comes out at -12672.481 eV.

Record 7
A single C3H2F2OS molecule. Source: OMol25; level of theory: ωB97M-V with the def2-TZVPD basis set.

The geometry in XYZ format:
```
9
Properties=species:S:1:pos:R:3:forces:R:3:lowdin_charge:R:1
O -0.549885 -1.486742 -0.273038 -0.3 -0.3 0.2 0.007
C -0.816676 -0.411876 0.473476 0.3 0.2 -0.2 -0.897
S -2.057312 -0.346288 1.528124 0.0 0.0 0.0 0.717
C 0.109494 0.692482 0.240766 0.2 0.2 0.0 -0.035
C 1.148114 0.680484 -0.604466 -0.6 0.1 0.3 -0.353
F 1.939580 1.718079 -0.768032 0.0 -0.2 0.0 0.156
F 1.507251 -0.296106 -1.388045 0.1 0.1 0.0 0.181
H -1.225255 -2.145919 -0.029469 0.2 0.1 -0.1 0.105
H -0.055310 1.595886 0.820684 0.1 -0.2 -0.2 0.119
```
Forces are in eV/Å.

For the relative energy (zero: lowest compared OMol25 entry of this formula, charge and spin), the calculation gives 0.0 kcal/mol. The value obtained for the max |F| is 0.68 eV Å⁻¹. The calculation puts the HOMO energy at -9.231 eV. As for the structure (SMILES): OC(=S)C=C(F)F. The HOMO-LUMO gap is 8.96 eV. The electronic energy comes out at -21460.287 eV.

Record 8
2 unconnected molecules or ions with the total composition C3H2F3NO3 in a non-equilibrium geometry. Source: OMol25; level of theory: ωB97M-V with the def2-TZVPD basis set.

The geometry in XYZ format:
```
12
Properties=species:S:1:pos:R:3:forces:R:3:lowdin_charge:R:1
C -0.499023 -0.832972 0.387693 -2.1 -0.6 -1.3 -0.072
C 0.064433 1.278790 0.056864 -1.9 5.2 2.9 0.092
C -0.635374 -1.568168 -1.076788 2.3 1.4 1.0 -0.629
N 1.032108 1.419154 1.094224 -3.4 0.3 1.7 -0.497
O -0.490416 -1.278373 1.450665 0.5 -1.1 0.7 0.228
O 2.163217 1.195811 0.824550 3.1 -0.6 -1.0 0.075
O 0.631061 1.674992 2.245134 -0.1 0.0 -0.7 0.023
F -0.912412 -0.601112 -1.984130 0.1 -1.1 0.6 0.139
F 0.538703 -2.135419 -1.318738 0.8 0.4 -0.6 0.171
F -1.487197 -2.505112 -1.062869 -2.6 -1.3 -0.2 0.241
H -0.920424 1.938690 0.223608 2.1 -2.3 -0.1 0.172
H 0.515325 1.413719 -0.840213 1.2 -0.4 -2.9 0.058
```
Forces are in eV/Å.

Its multiplicity is 3. Its expectation value of S² is 2.009. The value obtained for the max |F| is 6.31 eV Å⁻¹. The calculation puts the HOMO energy (alpha / beta) at -7.485 / -10.762 eV. The HOMO-LUMO gap (alpha / beta) is 7.30 / 7.22 eV. The electronic energy comes out at -18919.853 eV.

- Which formula does entry 6 have?
  C3H2F2O2